# 1
# C5H5N3

A molecular structure, C5H5N3 in a non-equilibrium geometry (ωB97M-V/def2-TZVPD, the OMol25 dataset).

Output
HOMO level: -8.447 eV
total energy: -9731.7844 eV
gap between HOMO and LUMO: 9.19 eV
LUMO energy: 0.75 eV
charge: 0
strongest force on any atom: 0.165 hartree/bohr

CARTESIAN COORDINATES (ANGSTROEM)
1 C -1.4740 1.1937 -0.0220
2 C -0.3673 -0.3174 -0.7266
3 C 1.4362 -1.2358 -0.1495
4 C 1.7298 -0.2513 0.7841
5 C -0.0859 0.7572 0.1170
6 H -1.3168 2.3697 -0.2780
7 H -2.0866 0.8105 0.9103
8 H -2.3383 -0.2979 -1.3307
9 H 2.1640 -2.2044 0.3015
10 H 2.7333 -0.2911 1.3310
11 N -1.5117 0.0885 -0.9964
12 N 0.2730 -1.4108 -0.8394
13 N 0.8443 0.7890 0.8986



# 2
# C5H5N3O

A molecular structure, C5H5N3O in a non-equilibrium geometry (ωB97M-V/def2-TZVPD, the OMol25 dataset).

Output
HOMO level: -9.219 eV
total energy: -11777.4199 eV
gap between HOMO and LUMO: 8.39 eV
LUMO energy: -0.83 eV
charge: 0
strongest force on any atom: 0.116 hartree/bohr

CARTESIAN COORDINATES (ANGSTROEM)
1 C 2.4005 0.4792 0.9860
2 C 1.0246 0.5005 0.3724
3 C 0.0969 1.3794 0.4272
4 C -1.8698 0.3771 -0.5173
5 C 0.4653 -0.7251 -0.3253
6 H 2.7936 1.7016 0.8765
7 H 3.1932 -0.5825 0.5096
8 H 2.1601 0.1556 2.3336
9 H 0.3691 2.3415 0.9388
10 H -2.6585 0.4748 -1.4325
11 N -1.1077 1.3124 -0.1476
12 N -1.8086 -0.8663 0.0800
13 N -0.6854 -1.3677 0.3918
14 O 0.8310 -1.2132 -1.3941



# 3
# C5H5N3O2

2 unconnected molecules or ions with the total composition C5H5N3O2 in a non-equilibrium geometry (ωB97M-V/def2-TZVPD, the OMol25 dataset).

Output
SMILES: CC(=O)C#N.c1nnco1
HOMO level: -10.492 eV
total energy: -13828.9682 eV
gap between HOMO and LUMO: 9.67 eV
LUMO energy: -0.82 eV
charge: 0
strongest force on any atom: 0.056 hartree/bohr

CARTESIAN COORDINATES (ANGSTROEM)
1 C -0.2308 -1.4430 -2.3768
2 C 0.0341 -2.0574 -0.3949
3 C 0.2706 2.4870 1.3246
4 C -0.3689 1.2453 0.7591
5 C -0.1837 0.0058 1.5427
6 H -0.7573 -1.0630 -3.2362
7 H -0.2386 -2.2778 0.6032
8 H 0.9708 2.8886 0.5784
9 H -0.5052 3.2538 1.4850
10 H 0.7989 2.2904 2.2674
11 N 0.9980 -1.7932 -2.2792
12 N 1.1648 -2.2070 -0.9538
13 N -0.0337 -0.9719 2.1677
14 O -0.9189 -1.5729 -1.2207
15 O -1.0001 1.2152 -0.2665



# 4
# C5H5N3O2

A single C5H5N3O2 molecule in a non-equilibrium geometry (ωB97M-V/def2-TZVPD, the OMol25 dataset).

Output
HOMO level: -7.802 eV
total energy: -13827.7280 eV
gap between HOMO and LUMO: 8.27 eV
LUMO energy: 0.47 eV
charge: 0
strongest force on any atom: 0.064 hartree/bohr

CARTESIAN COORDINATES (ANGSTROEM)
1 C -1.1490 -1.4211 0.1204
2 C -1.8293 -0.1691 0.3717
3 C 0.1166 -1.1112 -0.2275
4 C -0.9311 0.8025 0.0702
5 C 1.4606 1.0644 -0.3960
6 N 3.5630 0.2322 0.5501
7 N 2.6096 0.6906 0.0880
8 N 0.2866 0.2897 -0.3104
9 O 1.1866 -1.9570 -0.3438
10 O -1.0387 2.1860 -0.0185
11 H -1.4672 -2.3755 0.2935
12 H -2.9063 -0.0311 0.6044
13 H 1.0491 2.0911 -0.4251
14 H 0.9036 -2.7854 -0.0118
15 H -1.8541 2.4941 -0.3653



# 5
# C5H5N7O5

2 unconnected molecules or ions with the total composition C5H5N7O5 in a non-equilibrium geometry (ωB97M-V/def2-TZVPD, the OMol25 dataset).

Output
SMILES: O=[N+]([O-])c1cc([N+](=O)[O-])c2nnnn2c1.NO
HOMO level: -10.040 eV
total energy: -25923.9299 eV
gap between HOMO and LUMO: 7.57 eV
LUMO energy: -2.47 eV
charge: 0
strongest force on any atom: 0.059 hartree/bohr

CARTESIAN COORDINATES (ANGSTROEM)
1 O -3.2047 1.9372 1.0596
2 N -1.9807 2.1310 1.0039
3 O -1.4744 3.2740 0.8936
4 C -1.0384 1.0223 1.0760
5 C 0.3349 1.2364 1.0801
6 C 1.2329 0.1661 1.2815
7 N 2.6435 0.4215 1.3645
8 O 3.1128 1.5292 1.0501
9 O 3.3666 -0.5312 1.7773
10 C 0.7833 -1.1510 1.4670
11 N -0.5749 -1.3343 1.3423
12 N -1.2422 -2.5345 1.3591
13 N -2.5070 -2.2548 1.1876
14 N -2.7250 -0.9218 1.0518
15 C -1.5173 -0.3335 1.1516
16 H 0.7241 2.2423 0.9589
17 H 1.3987 -2.0326 1.3437
18 N 1.9542 -2.2125 3.4836
19 O 2.3710 -3.3698 2.7220
20 H 2.4003 -1.4256 2.9825
21 H 0.9402 -2.2463 3.4209
22 H 3.2583 -3.5325 3.0770



# 6
# C5H5NO

A single C5H5NO molecule in a non-equilibrium geometry (ωB97M-V/def2-TZVPD, the OMol25 dataset).

Output
SMILES: C#C[C@@H](O)CC#N
HOMO level: -9.883 eV
total energy: -8799.7874 eV
gap between HOMO and LUMO: 10.43 eV
LUMO energy: 0.55 eV
charge: 0
strongest force on any atom: 0.033 hartree/bohr

CARTESIAN COORDINATES (ANGSTROEM)
1 O 0.1561 0.5769 -2.0137
2 C 0.0114 0.6433 -0.6194
3 C -1.2150 -0.2744 -0.1908
4 C -0.7189 -1.3155 0.7040
5 N 0.0382 -1.8426 1.4031
6 C 1.1649 0.4186 0.2314
7 C 1.4803 0.0947 1.3497
8 H 1.0903 0.4752 -2.2220
9 H -0.1105 1.6761 -0.2517
10 H -1.9794 0.3004 0.3392
11 H -1.6779 -0.6922 -1.0894
12 H 1.7605 -0.0604 2.3595



# 7
# C5H5NO

A molecular structure, C5H5NO in a non-equilibrium geometry (ωB97M-V/def2-TZVPD, the OMol25 dataset).

Output
HOMO level: -10.403 eV
total energy: -8799.5599 eV
gap between HOMO and LUMO: 10.84 eV
LUMO energy: 0.43 eV
charge: 0
strongest force on any atom: 0.085 hartree/bohr

CARTESIAN COORDINATES (ANGSTROEM)
1 O 1.7553 -0.3282 0.9921
2 C 0.9752 0.7242 0.5148
3 C -0.0082 0.2356 -0.6131
4 C -0.8356 -0.8417 -0.1649
5 C -1.3470 -1.9107 0.0369
6 C -0.8062 1.3966 -1.0912
7 N -1.4036 2.3206 -1.4667
8 H 1.1663 -0.9771 1.4015
9 H 0.4064 1.2229 1.3304
10 H 1.6492 1.4670 0.0881
11 H 0.4158 -0.6818 -1.5097
12 H -1.9602 -2.6442 0.4705



# 8
# C5H5NO

A single C5H5NO molecule in a non-equilibrium geometry (ωB97M-V/def2-TZVPD, the OMol25 dataset).

Output
HOMO level (spin up / spin down): -8.128 / -8.127 eV
total energy: -8798.6701 eV
gap between HOMO and LUMO (spin up / spin down): 7.66 / 7.66 eV
LUMO energy (spin up / spin down): -0.46 / -0.47 eV
charge: 0
strongest force on any atom: 0.083 hartree/bohr

CARTESIAN COORDINATES (ANGSTROEM)
1 O 0.3330 1.4375 1.7636
2 C 0.0968 0.2466 1.2550
3 C 0.8355 -0.1098 0.1247
4 C 0.4041 -1.1607 -0.8535
5 C -0.2140 0.1599 -1.0325
6 C -1.6123 0.3129 -0.8456
7 N -2.7592 0.5164 -0.8200
8 H -0.7490 -0.2242 1.7450
9 H 1.8180 0.3319 -0.0647
10 H -0.2230 -1.9679 -0.4890
11 H 1.2735 -1.4278 -1.4556
12 H 0.8306 1.8216 0.8766



# 9
# C5H5NO

A single C5H5NO molecule (ωB97M-V/def2-TZVPD, the OMol25 dataset).

Output
HOMO level: -8.617 eV
total energy: -8797.0532 eV
gap between HOMO and LUMO: 8.37 eV
LUMO energy: -0.25 eV
charge: 0
strongest force on any atom: 0.012 hartree/bohr

CARTESIAN COORDINATES (ANGSTROEM)
1 O 0.5547 1.7954 1.2652
2 C 0.6567 0.9103 0.4294
3 C 1.7634 -0.0372 0.3985
4 C 2.6228 -0.8810 0.3678
5 C -0.2872 0.8788 -0.7238
6 C -1.4373 -0.5210 -0.5025
7 N -1.6572 0.9401 -0.3650
8 H 3.3997 -1.6139 0.3481
9 H -0.4036 -0.5958 -1.0372
10 H -1.3765 -1.0666 0.4372
11 H -2.0961 -0.9569 -1.2538
12 H -1.7395 1.1479 0.6361



# 10
# C5H5NO

A single C5H5NO molecule in a non-equilibrium geometry (ωB97M-V/def2-TZVPD, the OMol25 dataset).

Output
SMILES: N#C[C@@H]1C[C@@H]1C=O
HOMO level: -9.750 eV
total energy: -8799.6460 eV
gap between HOMO and LUMO: 10.22 eV
LUMO energy: 0.47 eV
charge: 0
strongest force on any atom: 0.038 hartree/bohr

CARTESIAN COORDINATES (ANGSTROEM)
1 O -1.8473 -1.0971 1.6703
2 C -0.9235 -0.8963 0.9261
3 C -0.6503 0.4594 0.3300
4 C 0.7882 0.7877 0.4380
5 C -0.0216 0.5366 -1.0274
6 C 0.3048 -0.7008 -1.6911
7 N 0.5837 -1.6504 -2.2963
8 H -0.1790 -1.6851 0.6807
9 H -1.3716 1.2112 0.6262
10 H 1.5201 0.0473 0.7205
11 H 0.9942 1.8208 0.7330
12 H 0.9134 1.2184 -0.9812



# 11
# C5H5NO

A single C5H5NO molecule in a non-equilibrium geometry (ωB97M-V/def2-TZVPD, the OMol25 dataset).

Output
HOMO level (spin up / spin down): -9.259 / -9.426 eV
total energy: -8798.9048 eV
gap between HOMO and LUMO (spin up / spin down): 7.82 / 8.61 eV
LUMO energy (spin up / spin down): -1.44 / -0.82 eV
charge: 0
strongest force on any atom: 0.028 hartree/bohr

CARTESIAN COORDINATES (ANGSTROEM)
1 O 1.6005 -1.0868 -1.2466
2 C 1.5443 -1.0256 -0.0343
3 C 0.3451 -0.5290 0.6987
4 C -1.0388 0.9912 0.7767
5 C -0.7701 -0.0791 -0.1735
6 C -0.3304 0.7142 -1.3250
7 N -0.1101 1.5318 -2.1122
8 H 2.3270 -1.5244 0.5735
9 H 0.2306 -0.8886 1.7120
10 H -0.4012 1.8544 0.8422
11 H -2.0543 1.1024 1.1748
12 H -1.5683 -0.7794 -0.4185



# 12
# C5H5NO

A single C5H5NO molecule in a non-equilibrium geometry (ωB97M-V/def2-TZVPD, the OMol25 dataset).

Output
SMILES: N#CO[C@@H]1C=CC1
HOMO level: -10.487 eV
total energy: -8800.7918 eV
gap between HOMO and LUMO: 11.33 eV
LUMO energy: 0.84 eV
charge: 0
strongest force on any atom: 0.022 hartree/bohr

CARTESIAN COORDINATES (ANGSTROEM)
1 O 1.5173 0.6668 0.5897
2 C 0.7251 -0.5432 0.3480
3 C 0.1685 -0.6380 -1.0461
4 C -0.7440 -0.4231 0.8377
5 C -1.0836 -0.4087 -0.6415
6 C 0.9595 1.7644 0.1941
7 N 0.4601 2.7553 -0.1518
8 H 1.3559 -1.3350 0.7544
9 H 0.6430 -0.8089 -2.0059
10 H -0.9681 0.4654 1.4356
11 H -1.1027 -1.3160 1.3598
12 H -2.0230 -0.2720 -1.1668